(one)
# CH2BrNO3

A cluster of 2 separate species, CH2BrNO3 in total (ωB97M-V with the def2-TZVPD basis set, OMol25).

Kohn-Sham gap (spin up / spin down) = 7.53 / 7.09 eV
HOMO level (spin up / spin down) = -9.88 / -9.78 eV
LUMO energy (spin up / spin down) = -2.3 / -2.7 eV

XYZ file:
```
8
CH2BrNO3 | OMol25 | ωB97M-V with the def2-TZVPD basis set
C -0.225 0.539 -0.220
N -0.856 1.718 -0.983
O -0.264 2.780 -0.942
O -1.918 1.489 -1.483
O -0.996 -0.527 -0.369
Br -1.045 1.644 2.183
H 0.862 0.428 0.110
H -0.610 -1.268 0.206
```

Here are the Löwdin charges for atoms 1 to 6, given in e: -0.16 -0.42 0.07 0.12 0.05 0.01

***

(two)
# CH2BrNO3

The molecule CH2BrNO3 (ωB97M-V with the def2-TZVPD basis set, OMol25).

Kohn-Sham gap = 10.09 eV
SMILES = O=[N+]([O-])[C@H](O)Br
HOMO level = -11.12 eV
LUMO energy = -1.0 eV

XYZ file:
```
8
CH2BrNO3 | OMol25 | ωB97M-V with the def2-TZVPD basis set
C 0.125 0.524 0.315
N -0.082 -0.903 -0.051
O 0.089 -1.739 0.831
O -0.499 -1.084 -1.172
O -0.840 1.252 -0.316
Br 2.112 0.767 -0.037
H 0.154 0.575 1.447
H -1.059 0.609 -1.017
```

Here are the Löwdin charges for atoms 1 to 6, given in e: -0.64 -0.43 0.10 0.09 0.02 0.65

***

The winner here is (two), beating the second structure by 177.6 kJ/mol.

***

(one)
# C2H4NO4

A cluster of 2 separate species, C2H4NO4 in total (ωB97M-V with the def2-TZVPD basis set, OMol25).

Kohn-Sham gap = 7.92 eV
HOMO level = -4.13 eV
LUMO energy = 3.8 eV
Net charge = -1

XYZ file:
```
11
C2H4NO4 | OMol25 | ωB97M-V with the def2-TZVPD basis set
O -0.973 -2.025 1.171
C -1.213 -2.374 0.060
O -0.563 -2.080 -1.105
H -2.074 -3.058 -0.086
H -0.664 -1.203 -0.620
N 1.883 1.938 0.381
C 0.561 1.617 -0.052
O 0.492 0.649 -0.846
O -0.326 2.361 0.405
H 2.647 1.359 0.092
H 1.996 2.559 1.157
```

Here are the Löwdin charges for atoms 1 to 6, given in e: 0.08 -0.44 0.05 0.13 0.09 0.07

***

(two)
# C2H4NO4

A cluster of 2 separate species, C2H4NO4 in total (ωB97M-V with the def2-TZVPD basis set, OMol25).

Kohn-Sham gap = 9.09 eV
HOMO level = -5.08 eV
LUMO energy = 4.0 eV
Net charge = -1

XYZ file:
```
11
C2H4NO4 | OMol25 | ωB97M-V with the def2-TZVPD basis set
O -1.070 1.320 0.878
C -0.890 0.204 1.354
N 0.100 -0.637 1.043
C 1.138 -0.615 -0.035
O 1.421 0.510 -0.443
O 1.540 -1.760 -0.268
H -1.671 -0.015 2.106
H -0.002 -1.550 1.399
H 0.469 0.746 -2.291
H -0.549 1.172 -1.475
O -0.485 0.624 -2.268
```

Here are the Löwdin charges for atoms 1 to 6, given in e: -0.04 -0.38 0.11 -0.74 -0.04 -0.04

***

The winner here is (two), beating the second structure by 126.9 kJ/mol.

***

(one)
# C9H10N2OS

The molecule C9H10N2OS (ωB97M-V with the def2-TZVPD basis set, OMol25).

Kohn-Sham gap = 8.28 eV
SMILES = CC(C)N1C(=O)c2cccn2C1=S
HOMO level = -9.11 eV
LUMO energy = -0.8 eV

XYZ file:
```
23
C9H10N2OS | OMol25 | ωB97M-V with the def2-TZVPD basis set
C -3.075 -0.187 -3.062
C -2.798 -1.115 -2.009
C -2.121 0.840 -3.015
C -1.738 -0.576 -1.315
C -0.965 -0.773 -0.099
C -0.215 1.065 -1.356
C 2.183 -0.527 0.491
C 0.562 0.437 2.147
C 1.105 0.500 0.732
N -1.297 0.550 -1.980
N -0.008 0.224 -0.183
O -1.042 -1.566 0.784
S 0.626 2.368 -1.678
H -4.032 -0.290 -3.559
H -3.304 -2.117 -2.015
H -1.926 1.594 -3.710
H 1.584 -1.408 0.262
H 2.646 -0.352 -0.405
H 2.917 -0.797 1.204
H 0.384 -0.588 2.365
H -0.182 1.199 2.207
H 1.353 0.730 2.718
H 1.511 1.470 0.456
```

Here are the Löwdin charges for atoms 1 to 6, given in e: -0.05 0.01 -0.03 -0.12 -0.39 -0.74

***

(two)
# C9H10N2OS

The molecule C9H10N2OS (ωB97M-V with the def2-TZVPD basis set, OMol25).

Kohn-Sham gap = 8.35 eV
SMILES = CCOc1ccc2nc(N)sc2c1
HOMO level = -7.77 eV
LUMO energy = 0.6 eV

XYZ file:
```
23
C9H10N2OS | OMol25 | ωB97M-V with the def2-TZVPD basis set
C -4.240 -0.784 0.076
C -2.741 -0.907 -0.006
C -0.899 0.490 -0.054
C -0.446 1.801 0.037
C 0.961 2.043 0.070
C 1.806 0.973 0.077
C 3.708 -0.164 -0.003
C 1.331 -0.334 0.045
C -0.057 -0.595 -0.004
H -4.694 -1.765 0.257
H -4.646 -0.418 -0.849
H -4.607 -0.110 0.850
H -2.518 -1.552 -0.832
H -2.328 -1.319 0.892
H -1.197 2.560 0.060
H 1.359 3.026 0.061
H 5.615 0.445 -0.161
H 5.425 -1.348 -0.181
H -0.416 -1.608 -0.099
N 3.202 1.044 0.039
N 5.042 -0.405 -0.129
O -2.273 0.408 -0.218
S 2.613 -1.481 0.071
```

Here are the Löwdin charges for atoms 1 to 6, given in e: -0.07 -0.28 -0.28 0.02 0.01 -0.34

***

The winner here is (two), beating the second structure by 92.9 kJ/mol.

***

(one)
# C3H4NdO3

A structure of composition C3H4NdO3 (ωB97M-V with the def2-TZVPD basis set, OMol25).

Kohn-Sham gap (spin up / spin down) = 6.07 / 7.39 eV
Spin multiplicity = 4
HOMO level (spin up / spin down) = -12.98 / -13.07 eV
LUMO energy (spin up / spin down) = -6.9 / -5.7 eV
Net charge = +1

XYZ file:
```
11
C3H4NdO3 | OMol25 | ωB97M-V with the def2-TZVPD basis set
H -1.714 -0.223 0.634
O 2.056 -1.678 1.241
O -0.554 1.491 0.834
C -1.173 0.546 0.038
C -0.245 -0.203 -0.920
O 0.565 -1.216 -0.303
C 1.620 -0.831 0.457
H -1.932 1.020 -0.623
H 0.406 0.520 -1.440
H -0.841 -0.737 -1.672
Nd 1.811 1.310 1.755
```

Here are the Löwdin charges for atoms 1 to 6, given in e: 0.13 0.04 -0.42 -0.37 -0.18 -0.03

***

(two)
# C3H4NdO3

A structure of composition C3H4NdO3 (ωB97M-V with the def2-TZVPD basis set, OMol25).

Kohn-Sham gap (spin up / spin down) = 5.93 / 6.66 eV
Spin multiplicity = 4
HOMO level (spin up / spin down) = -12.74 / -12.79 eV
LUMO energy (spin up / spin down) = -6.8 / -6.1 eV
Net charge = +1

XYZ file:
```
11
C3H4NdO3 | OMol25 | ωB97M-V with the def2-TZVPD basis set
O -0.027 -1.635 -1.486
C 0.791 -2.041 -0.536
O 1.591 -2.973 -0.665
C -1.429 2.519 1.103
C -0.838 1.792 2.079
O 0.736 -1.268 0.538
Nd -1.124 -0.080 -0.190
H -2.518 2.613 1.056
H -0.837 3.139 0.424
H 0.231 1.685 2.281
H -1.467 1.330 2.845
```

Here are the Löwdin charges for atoms 1 to 6, given in e: -0.23 -0.89 0.10 -0.14 -0.10 -0.23

***

The winner here is (two), beating the second structure by 206.6 kJ/mol.

***

(one)
# CO3S3

The molecule CO3S3 (ωB97M-V with the def2-TZVPD basis set, OMol25).

Kohn-Sham gap = 8.77 eV
HOMO level = -10.76 eV
LUMO energy = -2.0 eV

XYZ file:
```
7
CO3S3 | OMol25 | ωB97M-V with the def2-TZVPD basis set
C 0.227 0.314 -1.735
O -0.858 0.912 0.795
O -0.922 -1.353 1.414
O 1.127 -0.070 1.881
S -0.684 0.868 -2.850
S 1.188 -0.461 -0.738
S -0.079 -0.210 1.233
```

Here are the Löwdin charges for atoms 1 to 6, given in e: -1.18 -0.32 -0.27 -0.30 0.87 0.87

***

(two)
# CO3S3

A cluster of 2 separate species, CO3S3 in total (ωB97M-V with the def2-TZVPD basis set, OMol25).

Kohn-Sham gap = 9.33 eV
SMILES = O=S(=O)=S.O=C=S
HOMO level = -10.42 eV
LUMO energy = -1.1 eV

XYZ file:
```
7
CO3S3 | OMol25 | ωB97M-V with the def2-TZVPD basis set
C 1.624 -0.729 1.286
O -1.704 2.015 -1.233
O -1.776 0.118 0.339
O 1.350 0.337 0.971
S 1.856 -2.225 1.495
S -0.049 -0.259 -1.992
S -1.300 0.743 -0.866
```

Here are the Löwdin charges for atoms 1 to 6, given in e: -0.93 -0.31 -0.34 0.06 0.82 0.36

***

The winner here is (two), beating the second structure by 86.7 kJ/mol.

***

(one)
# CH6NO

A cluster of 2 separate species, CH6NO in total (ωB97M-V with the def2-TZVPD basis set, OMol25).

Kohn-Sham gap = 11.11 eV
HOMO level = -16.53 eV
LUMO energy = -5.4 eV
Net charge = +1

XYZ file:
```
9
CH6NO | OMol25 | ωB97M-V with the def2-TZVPD basis set
O -1.341 0.566 -1.365
H -0.284 -0.351 -0.145
H -1.939 -0.154 -1.605
H -1.508 1.244 -2.029
C 1.414 -0.293 0.903
N 0.158 -0.310 0.781
H 2.040 -0.526 0.048
H 1.907 -0.015 1.826
H -0.448 -0.162 1.586
```

Here are the Löwdin charges for atoms 1 to 6, given in e: -0.05 0.10 0.07 0.08 0.17 0.20

***

(two)
# CH6NO

A cluster of 2 separate species, CH6NO in total (ωB97M-V with the def2-TZVPD basis set, OMol25).

Kohn-Sham gap = 11.04 eV
HOMO level = -16.48 eV
LUMO energy = -5.4 eV
Net charge = +1

XYZ file:
```
9
CH6NO | OMol25 | ωB97M-V with the def2-TZVPD basis set
C 1.700 -0.324 -0.343
N 0.647 0.387 -0.322
H 1.752 -1.197 0.275
H 2.516 -0.056 -0.996
H 0.528 1.200 -0.907
H -0.143 0.023 0.230
H -2.301 -0.566 1.233
H -2.744 0.394 0.163
O -1.954 0.138 0.666
```

Here are the Löwdin charges for atoms 1 to 6, given in e: 0.18 0.21 0.12 0.13 0.16 0.10

***

The winner here is (two), beating the second structure by 6.0 kJ/mol.

***

(one)
# CH6NO

A cluster of 2 separate species, CH6NO in total (ωB97M-V with the def2-TZVPD basis set, OMol25).

Kohn-Sham gap = 11.15 eV
HOMO level = -15.11 eV
LUMO energy = -4.0 eV
Net charge = +1

XYZ file:
```
9
CH6NO | OMol25 | ωB97M-V with the def2-TZVPD basis set
N 1.435 -0.463 -0.373
H 1.729 -0.614 0.598
H 1.898 0.424 -0.586
H 1.923 -1.152 -0.949
H 0.394 -0.515 -0.392
O -0.763 0.796 0.037
C -1.892 0.561 0.428
H -2.666 1.309 0.222
H -2.059 -0.346 1.015
```

Here are the Löwdin charges for atoms 1 to 6, given in e: 0.29 0.16 0.16 0.16 0.11 -0.06

***

(two)
# CH6NO

A cluster of 2 separate species, CH6NO in total (ωB97M-V with the def2-TZVPD basis set, OMol25).

Kohn-Sham gap = 9.26 eV
HOMO level = -14.16 eV
LUMO energy = -4.9 eV
Net charge = +1

XYZ file:
```
9
CH6NO | OMol25 | ωB97M-V with the def2-TZVPD basis set
C 0.804 -1.913 -0.319
N -0.712 1.443 0.159
O 0.194 -1.269 -1.108
H 0.502 -1.715 0.745
H 1.676 -2.534 -0.385
H -0.404 2.391 0.390
H -1.696 1.420 -0.185
H -0.730 0.928 1.001
H 0.366 1.248 -0.299
```

Here are the Löwdin charges for atoms 1 to 6, given in e: -0.13 0.28 -0.01 0.08 0.09 0.14

***

The winner here is (one), beating the second structure by 141.0 kJ/mol.

***

(one)
# CH6NO

A cluster of 2 separate species, CH6NO in total (ωB97M-V with the def2-TZVPD basis set, OMol25).

Kohn-Sham gap = 11.26 eV
HOMO level = -15.15 eV
LUMO energy = -3.9 eV
Net charge = +1

XYZ file:
```
9
CH6NO | OMol25 | ωB97M-V with the def2-TZVPD basis set
N -1.238 1.047 0.544
H -1.432 0.839 1.603
H -1.178 2.093 0.475
H -1.970 0.851 -0.156
H -0.337 0.527 0.240
O 0.663 -0.674 -0.156
C 1.558 -1.325 -0.650
H 2.220 -0.927 -1.419
H 1.715 -2.430 -0.482
```

Here are the Löwdin charges for atoms 1 to 6, given in e: 0.25 0.21 0.16 0.15 0.08 -0.04

***

(two)
# CH6NO

A cluster of 2 separate species, CH6NO in total (ωB97M-V with the def2-TZVPD basis set, OMol25).

Kohn-Sham gap = 11.38 eV
HOMO level = -16.55 eV
LUMO energy = -5.2 eV
Net charge = +1

XYZ file:
```
9
CH6NO | OMol25 | ωB97M-V with the def2-TZVPD basis set
C -1.778 -0.003 -0.297
N -0.703 0.292 0.273
O 1.983 -0.135 -0.073
H -2.650 0.518 0.012
H -1.732 -0.795 -1.044
H 0.199 -0.150 0.001
H -0.547 1.022 1.089
H 2.544 -0.668 -0.690
H 2.390 0.620 0.386
```

Here are the Löwdin charges for atoms 1 to 6, given in e: 0.15 0.16 -0.06 0.12 0.14 0.09

***

The winner here is (one), beating the second structure by 7.9 kJ/mol.

***

(one)
# C2H9N4

A structure of composition C2H9N4 (ωB97M-V with the def2-TZVPD basis set, OMol25).

Kohn-Sham gap = 10.75 eV
HOMO level = -13.96 eV
LUMO energy = -3.2 eV
Net charge = +1

XYZ file:
```
15
C2H9N4 | OMol25 | ωB97M-V with the def2-TZVPD basis set
C 1.864 0.577 0.315
C -1.946 -0.480 0.477
N 2.756 -0.163 0.323
N 0.708 1.089 0.290
N -1.510 0.463 -0.741
N 3.960 -0.430 -0.297
H -2.744 0.080 1.103
H -2.373 -1.478 0.242
H -0.966 -0.503 0.923
H -0.309 0.782 -0.322
H 0.422 1.608 1.070
H -1.853 1.377 -0.632
H 4.584 0.364 -0.583
H -1.651 0.296 -1.711
H 4.333 -1.116 0.380
```

Here are the Löwdin charges for atoms 1 to 6, given in e: -0.14 -0.01 0.07 0.14 0.01 0.08

***

(two)
# C2H9N4

A cluster of 2 separate species, C2H9N4 in total (ωB97M-V with the def2-TZVPD basis set, OMol25).

Kohn-Sham gap = 10.67 eV
HOMO level = -13.90 eV
LUMO energy = -3.2 eV
Net charge = +1

XYZ file:
```
15
C2H9N4 | OMol25 | ωB97M-V with the def2-TZVPD basis set
C 0.924 0.243 1.534
C 0.374 0.774 0.252
N 1.260 -0.116 0.101
N -0.384 1.466 -0.467
N -1.921 -0.766 -0.296
N 2.135 -0.756 -0.738
H 1.630 0.925 1.991
H 0.353 -0.205 2.283
H -1.122 2.176 -0.145
H -0.488 1.306 -1.385
H -2.170 -0.521 -1.217
H -2.141 -1.691 -0.254
H -2.258 -0.312 0.507
H 2.099 -1.827 -0.575
H 1.708 -0.697 -1.591
```

Here are the Löwdin charges for atoms 1 to 6, given in e: 0.13 -0.32 -0.03 0.23 0.07 0.15

***

(three)
# C2H9N4

A structure of composition C2H9N4 (ωB97M-V with the def2-TZVPD basis set, OMol25).

Kohn-Sham gap = 9.80 eV
HOMO level = -13.50 eV
LUMO energy = -3.7 eV
Net charge = +1

XYZ file:
```
15
C2H9N4 | OMol25 | ωB97M-V with the def2-TZVPD basis set
C -0.593 -0.841 -0.995
C 0.272 -0.202 -0.032
N -1.062 -0.397 0.377
N 1.322 1.403 -0.261
N -2.047 0.550 0.816
N 1.278 -0.856 0.750
H -0.866 -0.442 -1.944
H -0.618 -1.923 -1.013
H 0.984 2.372 -0.033
H 1.835 1.197 -1.112
H -2.708 0.107 1.477
H -2.592 1.280 0.270
H 2.185 -0.296 0.703
H 1.374 -1.820 0.326
H 1.044 -0.970 1.730
```

Here are the Löwdin charges for atoms 1 to 6, given in e: 0.00 -0.35 -0.07 0.07 0.03 0.22

***

The winner here is (one), beating the second structure by 102.8 kJ/mol.